Entry from OMol25: one molecule with the formula C20H19N9O at a distorted geometry (the ωB97M-V functional and the def2-TZVPD basis).

Computed properties:
- Energy above the lowest of the compared OMol25 structures with the same formula, charge and spin: 26.82 kcal per mole
- Charge: 0
- E_tot: -36504.54752 eV
- Structure (SMILES): CCCc1cn(-c2cnc(-n3cnc4cc(C#N)cnc43)cc2NC2COC2)nn1

```
49
Properties=species:S:1:pos:R:3:forces:R:3:lowdin_charge:R:1
H 2.1406 -0.1444 0.2709 0.1106 -0.1815 -0.4178 0.097
C -1.9770 -0.0663 -1.2959 1.9015 1.4629 2.1473 -0.261
H 2.3554 4.7202 3.5997 -0.1028 0.8540 -0.3576 0.101
H 4.0804 3.2782 4.5473 -0.6281 -0.3262 -0.0666 0.107
C -4.3813 -4.8564 -5.1344 -0.8044 -2.0903 -0.8684 -0.191
C -3.9244 -3.7958 -4.3016 -0.8387 1.0402 -0.0113 -0.213
C 2.1234 -1.5008 -1.3598 -0.5543 0.4063 0.1612 -0.254
C 1.8436 -3.0088 -1.3035 -0.0845 0.8048 0.6875 -0.132
O 3.2407 -3.2983 -1.1386 -0.0142 -0.3190 -0.0090 -0.087
N 2.1497 1.7614 0.9207 -1.0837 0.9206 0.1473 0.034
C 0.5984 2.1962 2.4868 0.9876 0.2593 -1.0178 0.006
C 2.0071 3.7827 3.9709 0.9270 -2.1167 0.0886 -0.141
H 1.3952 -3.3797 -2.1887 -0.1121 -0.7183 -1.0970 0.101
H 1.2185 -3.3143 -0.4708 0.1093 -0.0924 0.3975 0.123
H 2.2406 4.4085 6.6543 -0.1290 0.2501 0.3599 0.064
H 3.5358 5.3069 5.8496 0.0455 0.3074 -0.2291 0.065
H 3.9428 3.9324 6.8829 -0.2842 0.2717 -0.0586 0.074
C 3.2063 4.3305 6.1693 -0.0527 -1.2173 -0.0268 -0.124
C -1.4242 1.4173 0.3743 0.6660 -0.5136 -0.8268 -0.044
H -1.9331 -4.5148 -4.1340 0.2729 0.2311 0.3942 0.121
N 1.5181 -0.6456 -0.3521 -0.4134 0.5103 0.1406 0.089
H -5.8710 -2.7486 -4.3766 -0.1391 -0.2787 -0.1018 0.132
H -4.5402 0.9993 -1.6200 0.5992 -0.4473 0.0152 0.133
H -1.6859 2.2408 1.0211 -0.4107 0.1057 -0.0174 0.113
H 4.2490 -1.6272 -1.9562 -0.1215 -0.1844 0.3526 0.128
H -0.2849 2.2465 3.0927 -0.4532 -0.3696 -0.4299 0.127
C 3.5755 -1.9081 -1.1291 0.0023 0.4534 -0.5921 -0.130
C -4.2680 0.0541 -2.0867 -0.8931 -0.9785 -1.0356 -0.068
C 1.7766 2.8222 2.7826 0.1974 0.8912 0.7029 -0.263
C -4.8591 -2.7775 -4.0120 1.2093 -0.1759 0.1319 0.081
H 3.9767 -1.5536 -0.1928 0.3027 -0.0652 0.4834 0.116
N 0.8233 1.5936 1.2613 0.9043 0.3596 2.0843 -0.058
H 1.9847 -1.0800 -2.3505 -0.2182 0.1004 -0.2014 0.146
C 3.0748 3.3201 5.0133 0.4343 -0.0106 -0.2653 -0.261
N 2.6893 2.5512 1.7913 -0.4560 -0.6034 0.5497 0.068
C -2.6087 -3.7248 -3.8233 -0.4796 1.3065 0.4958 -0.066
N -2.3442 0.9214 -0.4720 0.4136 0.2436 0.6951 0.115
N -5.1236 -0.6488 -2.7869 0.9331 0.6428 0.3932 0.133
N -2.9984 -0.5401 -2.0597 -0.7059 -0.4447 -0.5885 0.067
H 2.8352 2.3065 5.4252 0.1455 0.7870 -0.4164 0.116
H -0.4373 -1.3903 -1.9675 0.0350 0.1791 0.1671 0.102
C -0.1054 0.9708 0.4283 -1.1978 0.0684 -0.7501 -0.134
C -3.0769 -1.7205 -2.7839 0.3684 -1.1973 -0.7368 -0.185
C -4.3861 -1.7340 -3.2413 -1.4383 -0.2698 -0.1715 -0.235
N -2.1763 -2.6987 -3.0559 -0.2771 0.2977 -0.0606 0.143
N -4.8434 -5.7469 -5.7268 0.8601 1.4868 0.7797 0.157
H 1.0804 3.8840 4.5296 -0.2666 0.2597 -0.2402 0.105
C -0.6712 -0.5613 -1.3031 -1.6887 -0.9973 -1.6555 0.065
C 0.2582 -0.0591 -0.4483 2.4227 -0.9028 0.8752 -0.182
```
Positions in Å, forces in eV/Å.

=====

Entry from OMol25: one molecule with the formula C20H19NO3S (the ωB97M-V functional and the def2-TZVPD basis).

Computed properties:
- Energy above the lowest of the compared OMol25 structures with the same formula, charge and spin: 43.76 kcal per mole
- Charge: 0
- E_tot: -39515.76882 eV
- Structure (SMILES): O=C(/C=C/c1ccccc1)Oc1ccccc1C(=S)N1CCOCC1

```
44
Properties=species:S:1:pos:R:3:forces:R:3:lowdin_charge:R:1
H -1.1400 -5.1103 -1.1170 -0.0874 0.1109 0.0849 0.129
C -3.7692 0.5284 -0.3620 0.2120 0.0140 0.0023 -0.026
H -4.3333 -0.3887 -0.2785 -0.0478 -0.1037 -0.0015 0.123
C -1.6451 -4.1685 -1.3453 -0.0824 -0.0091 0.2150 -0.185
O -1.3775 -3.8913 -2.7048 0.0246 -0.1180 -0.0967 -0.126
C -2.3048 -1.7125 -2.0919 -0.0912 -0.0683 -0.6106 -0.120
C -3.6949 2.9074 -0.6407 -0.0371 -0.0590 0.0082 -0.072
H -0.3681 -2.0940 -2.9236 -0.1328 -0.0427 -0.0438 0.121
C -1.3814 -2.5088 -3.0096 0.0042 0.3251 -0.0869 -0.173
H -2.7269 -4.3137 -1.1997 0.1246 -0.0245 0.0109 0.126
H 4.9348 1.7456 4.5263 -0.0013 0.0181 0.0748 0.103
C 3.6278 1.5274 2.8511 -0.0981 -0.0619 -0.2539 -0.031
C 0.4811 0.8300 -0.8269 -0.0683 -0.2395 -0.5035 -0.484
C -2.3837 0.4794 -0.2317 -0.0592 0.4452 -0.1341 -0.193
H -0.0666 -2.9528 -0.4961 -0.0697 0.0204 0.0941 0.136
C 2.1899 1.2436 0.8900 -0.5318 -0.1113 -0.5574 -0.012
H 1.4096 1.6756 1.5036 -0.0997 0.0154 -0.0081 0.121
H -2.3002 -0.6661 -2.3978 -0.0142 -0.1320 0.0165 0.128
H -4.2000 3.8484 -0.7954 -0.0356 0.0837 -0.0141 0.105
C -4.4209 1.7302 -0.5622 -0.1034 0.0514 -0.0186 -0.075
C -1.6630 1.6746 -0.3143 -0.4359 -0.2061 -0.2217 -0.195
C -1.1540 -3.0730 -0.4096 0.0494 -0.5049 0.0009 -0.169
S -0.9176 -0.9040 1.5498 0.1528 0.0661 0.3652 0.752
C 5.8810 0.7878 1.4287 0.0659 -0.0414 -0.0527 -0.080
C 3.5027 1.1905 1.4999 0.5849 -0.0148 0.3002 -0.213
H -5.4962 1.7484 -0.6531 -0.0931 0.0059 0.0014 0.104
C -1.7082 -0.7880 0.1015 0.0679 -0.5848 0.3747 -0.719
C 1.8515 0.7870 -0.3238 0.2534 0.1438 0.4119 0.021
O -0.2941 1.7051 -0.1476 -0.1617 0.3348 0.1653 0.046
H -3.3278 -2.1035 -2.1567 0.0614 0.0745 -0.0529 0.135
H -1.7098 -2.4215 -4.0480 0.0188 0.0843 0.0965 0.130
H 2.5474 0.2870 -0.9803 0.0438 -0.0408 -0.0286 0.116
H -1.7313 3.7830 -0.5830 0.0706 0.0878 -0.0146 0.122
H 6.7626 0.5033 0.8730 0.0559 -0.0175 -0.0470 0.104
H 2.7460 1.8124 3.4065 -0.1003 0.0373 0.0391 0.114
N -1.8115 -1.8224 -0.7342 -0.0624 0.3371 0.1974 -0.107
C 5.9877 1.1176 2.7711 -0.0272 0.0183 0.0661 -0.084
C -2.3178 2.8795 -0.5226 0.3279 -0.1707 0.0553 0.014
H 4.5869 0.5699 -0.2494 0.0010 -0.0234 -0.1169 0.106
C 4.6535 0.8214 0.7977 -0.1501 0.0486 0.0751 -0.027
H 6.9497 1.0881 3.2609 0.0722 0.0015 0.0379 0.102
H -1.3793 -3.3285 0.6301 0.0912 -0.0149 -0.1501 0.096
O 0.0771 0.1799 -1.7659 0.1618 0.2645 0.2339 0.116
C 4.8563 1.4871 3.4806 0.1461 0.0008 0.0857 -0.080
```
Positions in Å, forces in eV/Å.

=====

Entry from OMol25: one molecule with the formula C20H19NO4 at a distorted geometry (the ωB97M-V functional and the def2-TZVPD basis).

Computed properties:
- Energy above the lowest of the compared OMol25 structures with the same formula, charge and spin: 92.20 kcal per mole
- Charge: 0
- E_tot: -30725.73413 eV
- Structure (SMILES): COc1ccc(C2=C[C@@H](N(C(C)=O)C(C)=O)c3ccccc3O2)cc1

```
44
Properties=species:S:1:pos:R:3:forces:R:3:lowdin_charge:R:1
C -4.6853 -6.0195 3.4254 -0.1377 -1.2192 0.0588 -0.137
H -7.3895 -2.5066 4.8659 0.3781 0.0501 -0.2097 0.122
C -4.3662 -4.5806 3.5422 1.0179 2.0056 -0.3507 -0.187
C -4.0596 -0.5482 4.5791 -0.4629 0.7799 0.1494 -0.034
H -6.7316 -11.6809 2.5356 -0.1621 0.0944 0.0465 0.090
H -2.6535 -6.6311 3.1149 -0.1028 -0.2290 -0.1163 0.108
H -3.1150 0.0005 4.4819 -0.5186 -0.1900 0.1393 0.112
H -7.2975 -10.5532 3.8047 0.0963 0.0119 -0.1303 0.093
C -3.1976 -3.9158 3.2671 0.4851 -1.3066 -0.7131 0.070
H -4.3521 -0.5694 0.5708 0.2437 0.1327 0.1789 0.093
C -5.2026 0.1002 5.0426 0.0422 0.0824 0.1371 -0.083
C -4.0850 -1.8701 4.1465 -0.0795 0.0620 0.6463 -0.080
H -2.8828 -0.2451 -0.3374 -0.0771 -0.2370 0.6038 0.091
H -1.9409 -2.4926 4.2102 -0.4077 -0.8630 1.5472 0.151
H -7.4945 -10.1305 2.0710 0.1385 -0.0178 0.1003 0.094
C -3.9644 -8.3240 2.9787 -0.6424 -0.5274 -0.0223 0.001
C -6.3195 -7.8681 3.4076 0.6334 -1.1758 -0.3300 -0.014
C -0.8105 -1.0747 2.7793 1.1334 -0.6175 -0.8545 -0.364
H 0.6856 0.4910 2.5740 -0.6615 -0.3893 0.1108 0.092
O -5.5123 -10.1149 2.7800 -0.2559 0.2181 0.1937 -0.093
H -5.1461 1.1586 5.3400 -0.0582 -0.6183 -0.1268 0.104
C -0.2759 0.3297 3.0994 -0.1183 0.0863 0.1818 0.006
C -2.6393 -1.5134 1.4089 0.5425 0.3595 -2.4689 -0.434
H -3.1956 0.6417 1.1825 0.0056 -0.3449 0.1867 0.074
O -2.3501 -2.4895 0.7505 -0.5930 0.3477 0.9268 0.128
H -0.9370 1.1683 2.8696 -0.1938 -0.2756 0.1032 0.073
O -5.4649 -3.8737 3.9449 -0.1290 0.1570 0.1309 0.028
C -6.4200 -0.6005 5.1343 0.4714 0.1053 -0.1490 -0.084
C -5.9983 -6.5248 3.5886 0.1663 0.3645 -0.0527 -0.015
C -5.3038 -2.5427 4.2506 -0.2079 -0.3520 0.2606 -0.172
H -7.3109 -0.0931 5.5060 0.2228 -0.2056 -0.0928 0.103
N -2.2830 -1.3982 2.7911 1.7398 1.8782 -3.6522 -0.019
C -3.2823 -0.3331 0.6915 -0.2214 0.1536 -0.2965 0.013
C -3.6815 -6.9801 3.1647 -0.2718 0.3890 0.0264 -0.021
H -7.3586 -8.2271 3.5015 0.6652 0.4398 0.0087 0.107
C -6.8540 -10.6328 2.8054 0.5663 0.2148 0.0175 -0.069
H -3.1829 -9.0540 2.7367 -0.2693 0.4075 0.1479 0.121
H -0.0157 0.3685 4.1687 -0.3299 -0.0217 -0.1838 0.089
C -5.2992 -8.8010 3.0673 -0.1716 1.2478 0.0338 -0.265
H -6.8307 -5.8791 3.8601 0.3608 0.1375 -0.1364 0.114
H -2.3692 -4.5530 2.9835 -0.0476 -0.0268 -0.2201 0.104
C -6.4682 -1.9329 4.7498 0.2588 0.4008 0.0682 0.001
O 0.0177 -1.8816 2.4245 -1.1682 0.0968 0.7560 0.130
C -2.7965 -2.4601 3.5475 -1.8800 -1.6059 3.3453 -0.240
```
Positions in Å, forces in eV/Å.

=====

Entry from OMol25: C20H20AuI as an isolated structure (the ωB97M-V functional and the def2-TZVPD basis).

Computed properties:
- Energy above the lowest of the compared OMol25 structures with the same formula, charge and spin: 0.00 kcal per mole
- Charge: +2
- E_tot: -32840.23408 eV

```
42
Properties=species:S:1:pos:R:3:forces:R:3:lowdin_charge:R:1
C 1.5081 -3.9179 -0.0377 -0.0069 0.0177 0.0018 -0.025
H -0.5386 3.5331 3.7320 0.0127 0.0048 0.0134 0.102
H 4.9431 1.1150 1.6170 0.0149 -0.0075 -0.0066 0.092
H 3.3715 2.0578 -1.6870 -0.0121 -0.0010 0.0040 0.090
C -3.3831 -2.6902 -0.5375 0.0075 -0.0118 0.0003 -0.095
H 4.6895 2.4498 0.4823 0.0087 0.0002 -0.0011 0.099
C -0.8928 -3.9943 -0.3160 -0.0013 0.0021 0.0021 -0.134
H -1.4919 2.0559 3.6450 0.0014 0.0039 -0.0169 0.104
C 0.4624 1.8931 2.7834 -0.0196 -0.0077 -0.0443 -0.262
C 3.3971 0.9810 -1.5125 -0.0062 0.0156 -0.0057 -0.046
C 0.5873 2.5091 1.4998 0.0445 0.0157 0.0055 -0.034
H 2.4720 -4.4066 -0.0070 0.0019 0.0023 0.0014 0.128
H 2.6517 -0.6369 2.1911 -0.0061 -0.0008 0.0196 0.138
C 3.5730 0.6519 -0.0351 0.0561 -0.0249 -0.0129 -0.386
C -2.2375 -2.0054 -0.2815 -0.0426 0.0202 -0.0068 -0.575
H -0.1754 2.1706 4.8060 -0.0047 0.0076 0.0015 0.102
C -0.4835 2.4478 3.7999 -0.0131 -0.0301 0.0065 -0.005
C 2.3892 1.0142 0.8174 -0.0920 -0.1747 0.0624 -0.279
H 5.6913 1.0730 0.0180 0.0047 0.0041 0.0005 0.101
H 1.1592 0.2288 3.9504 -0.0345 -0.0005 -0.0053 0.145
H -0.0427 3.3615 1.2722 -0.0017 0.0004 -0.0047 0.141
C 2.0838 0.2657 1.9997 0.0829 0.0576 0.0019 -0.066
C 0.3682 -4.6330 -0.2517 0.0035 -0.0174 -0.0035 0.017
C 4.7977 1.3671 0.5659 -0.0440 0.0223 -0.0134 -0.020
I -2.2549 0.0895 -0.2002 0.0803 -0.0013 0.0342 1.303
H -4.1942 -4.6606 -0.8623 -0.0006 0.0000 0.0006 0.130
H 0.4150 -5.7055 -0.3900 -0.0033 0.0006 0.0003 0.137
C -3.2946 -4.0938 -0.6685 -0.0035 0.0159 0.0000 -0.022
C 0.2378 -1.8978 0.1337 -0.0009 -0.0204 0.0062 -0.200
H 3.7403 -0.4240 0.0732 -0.0128 0.0047 0.0105 0.127
H 2.4896 0.5363 -1.9274 0.0035 -0.0089 -0.0069 0.083
H -2.0175 -5.7912 -0.6909 0.0028 0.0004 0.0015 0.136
C 1.5798 2.1506 0.5827 -0.0479 0.0432 0.0064 -0.058
C 1.4468 -2.5180 0.1626 0.0098 0.0086 -0.0003 -0.075
H 4.2455 0.5935 -2.0738 -0.0038 -0.0054 -0.0035 0.100
C -0.9684 -2.5867 -0.1401 0.0295 -0.0168 -0.0005 -0.254
C 1.2245 0.7639 3.0115 0.0292 -0.0268 0.0211 -0.009
Au 0.2136 0.1130 0.5621 -0.0186 0.1368 -0.0586 0.910
H 1.7179 2.7360 -0.3165 -0.0253 -0.0031 -0.0059 0.137
H 2.3675 -1.9797 0.3319 0.0073 -0.0092 -0.0012 0.083
C -2.0854 -4.7177 -0.5699 0.0038 -0.0102 -0.0013 0.020
H -4.3386 -2.1945 -0.6468 -0.0034 -0.0060 -0.0024 0.120
```
Positions in Å, forces in eV/Å.

=====

Entry from OMol25: C20H20Cl2N4O8Pt as an isolated structure at a distorted geometry (the ωB97M-V functional and the def2-TZVPD basis).

Computed properties:
- Energy above the lowest of the compared OMol25 structures with the same formula, charge and spin: 44.62 kcal per mole
- Charge: 0
- E_tot: -71679.05166 eV
- ⟨S²⟩: 2.004
- 2S+1: 3

```
55
Properties=species:S:1:pos:R:3:forces:R:3:lowdin_charge:R:1
H -3.0911 -4.7146 0.8383 0.2284 -0.0052 -0.1829 0.105
H -2.8045 1.6064 -0.9360 0.6053 -0.7040 0.1305 0.096
C -2.9131 3.5219 -0.2157 1.2489 1.5777 1.6463 -0.035
N -1.1721 1.9253 0.4474 -1.7429 1.5082 -0.5253 -0.015
H -1.3153 -3.3997 -0.2097 0.3826 0.3678 -0.0630 0.097
C -3.1527 -1.9710 2.7769 -1.4313 -1.0825 1.1841 -0.070
H 0.1268 2.5751 1.9061 0.3082 -0.0652 -0.0426 0.100
C 0.8475 -2.7166 -1.9033 0.7327 2.1697 0.1811 -0.105
Cl -1.6597 0.2566 -3.4706 1.8353 1.8451 -2.4489 0.607
H 2.1046 -2.1232 1.0754 -0.1657 0.8469 -0.0184 0.091
O -1.8859 1.6945 -3.5579 -0.0197 -1.0265 0.0892 -0.346
H 4.3331 2.9186 0.3283 -0.0699 -0.5776 0.3194 0.108
H 2.8257 1.0671 0.9214 -0.8308 -0.3738 0.2281 0.098
H 2.2066 3.2024 -3.3453 0.0745 0.0175 -0.0642 0.116
H 0.1274 -2.3376 -2.6135 -0.3797 0.0434 0.1160 0.102
Cl 1.3780 -0.0378 3.6326 -1.1431 -0.3564 -1.0750 0.662
H 3.4045 -4.8756 -1.8823 0.3185 -0.0817 0.2906 0.112
C 1.7094 -3.7201 -2.3103 -0.2637 0.5069 0.6241 -0.049
H 4.1844 3.8471 -1.9307 -0.0803 0.1838 -0.0745 0.112
H -2.6154 5.5347 0.6535 -0.5217 -0.0464 0.0124 0.104
C 3.5399 2.5828 -0.3232 -1.4714 -1.2172 -1.1587 -0.025
C 2.9623 -3.4817 -0.2932 -1.6504 1.3796 0.6602 -0.042
N 1.0352 -1.9326 -0.7732 1.8313 -3.6636 0.6882 -0.046
C 2.3611 2.7927 -2.3580 -0.3421 -0.4839 -0.8922 -0.053
C 2.5868 1.5559 -0.0116 0.7508 1.1803 0.9024 -0.091
O -0.5813 -0.1365 -4.3570 0.1421 0.4684 0.5811 -0.351
C -1.8022 -2.9821 0.6591 -0.8590 1.6338 -0.5565 -0.093
C -0.6761 2.9011 1.2614 0.2344 -2.1868 -0.1730 -0.124
C -2.2433 -1.2522 2.1090 2.0342 1.6343 -1.9603 -0.143
H -3.8237 3.7404 -0.7535 0.1319 -0.1181 -0.1789 0.111
H 3.7367 -3.7593 0.4065 -0.0612 0.0463 0.0375 0.113
C 2.7672 -4.0990 -1.4858 -0.0795 -0.6163 -1.6787 -0.076
C 1.4620 1.8333 -1.9420 -1.1283 -0.4225 0.5467 -0.096
C 3.4390 3.1450 -1.5876 0.1462 0.2849 0.8960 -0.069
O -1.3033 -0.0508 -2.1252 0.9056 -0.5968 2.8283 -0.488
N -1.5432 -1.6719 1.0228 -0.7603 -1.7908 0.6883 -0.025
H -2.0354 -0.2434 2.4336 0.1301 0.1444 -0.1124 0.106
H -4.1337 -3.8521 2.9845 -0.1226 -0.1460 -0.2189 0.111
O 1.9031 1.2907 3.8132 0.2807 -0.5303 0.5598 -0.341
O -2.7728 -0.5077 -3.7886 -2.7039 -0.9414 -0.5487 -0.299
C 2.0333 -2.4566 0.0506 -0.3020 0.0226 -0.6950 -0.071
C -3.4340 -3.2685 2.4046 0.1700 0.0258 -1.4846 -0.029
C -2.3048 4.5008 0.6199 0.2209 -0.5912 -0.6253 -0.035
Pt -0.1276 -0.1533 0.0002 0.0404 0.1414 0.0968 1.200
H 1.5827 -4.1137 -3.3080 -0.0970 -0.2825 0.1217 0.113
O 0.8030 -0.0645 2.2843 0.1171 0.0033 -1.5527 -0.521
N 1.4744 1.2244 -0.7264 2.7847 1.0299 -0.5491 -0.049
H -0.8023 4.8374 2.1315 0.2783 0.0951 -0.2123 0.112
C -2.8387 -3.7296 1.2023 0.3174 0.1323 2.1050 -0.039
H -3.7008 -1.4820 3.5686 0.1774 -0.1545 0.2945 0.119
H 0.6603 1.5121 -2.5906 -0.1383 0.2082 -0.0911 0.083
C -2.3069 2.2891 -0.2632 0.7196 -0.6356 0.3034 -0.112
O 2.3858 -1.0743 3.6919 -0.2984 0.8047 0.4320 -0.340
C -1.1788 4.1654 1.3746 -1.3074 0.3009 -0.3393 -0.060
O 0.2379 -0.3125 4.4641 0.8227 0.0935 0.9591 -0.338
```
Positions in Å, forces in eV/Å.